Below is a structure of composition C8H13F3I2NO in a non-equilibrium geometry, with properties calculated with ωB97M-V with the def2-TZVPD basis set.

XYZ file:
```
28
Properties=species:S:1:pos:R:3
C -0.96313 0.32325 1.34094
C -1.46047 0.56969 -1.09993
C 0.20767 -0.57241 0.97504
C -0.26870 -0.32435 -1.40672
C -2.05304 0.22819 0.26992
C 2.01607 -0.88581 -0.66525
C 3.37492 -0.06428 0.27778
C -3.18836 1.20072 0.60287
N 0.76505 -0.17279 -0.34612
O 1.90582 -2.17967 -0.28684
F -3.74946 0.91275 1.77706
F -2.73792 2.46171 0.67633
F -4.14340 1.17623 -0.32724
I 3.23714 2.05857 -0.04897
I 5.20824 -0.99573 -0.34751
H -1.35783 0.01403 2.30976
H -0.63263 1.36044 1.43605
H -1.15587 1.61961 -1.11174
H -2.21258 0.44031 -1.88057
H 0.99103 -0.49506 1.72800
H -0.09953 -1.61516 0.90225
H -0.55928 -1.37682 -1.44499
H 0.16851 -0.04411 -2.36675
H -2.49251 -0.77475 0.25813
H 2.29177 -0.72171 -1.71310
H 3.21712 -0.28096 1.33131
H 1.00835 0.83831 -0.29785
H 2.68300 -2.70017 -0.54187
```

energy = -36391.982 eV
LUMO = -3.74 eV
HOMO level = -13.177 eV
relative energy (zero: lowest compared OMol25 entry of this formula, charge and spin) = 0.000 eV
multiplicity = 1
charge = +1